{"formula": "C74H64AsGeOP2RuS", "method": "wB97M-V/def2-TZVPD", "homo_lumo_gap_ev": [5.8, 3.7], "spin_multiplicity": 2, "homo_ev": [-16.19, -16.19], "total_charge": 4, "elements": ["Ru", "O", "S", "C", "C", "C", "C", "C", "C", "C", "C", "C", "C", "P", "C", "C", "C", "C", "C", "C", "C", "C", "C", "C", "C", "C", "C", "C", "C", "C", "C", "C", "C", "C", "C", "C", "C", "C", "P", "C", "C", "C", "C", "C", "C", "C", "C", "C", "C", "C", "C", "C", "C", "H", "H", "H", "H", "H", "H", "H", "H", "H", "H", "H", "H", "H", "H", "H", "H", "H", "H", "H", "H", "H", "H", "H", "H", "H", "H", "H", "H", "H", "H", "H", "H", "H", "H", "H", "H", "C", "As", "C", "C", "C", "C", "C", "C", "C", "C", "H", "H", "H", "H", "H", "H", "H", "H", "H", "H", "H", "H", "H", "C", "Ge", "C", "C", "C", "C", "C", "C", "C", "C", "C", "C", "C", "C", "C", "C", "C", "C", "H", "H", "H", "H", "H", "H", "H", "H", "H", "H", "H", "H", "H", "H", "H"], "positions_angstrom": [[-0.2809, 0.2063, 0.3220], [1.1743, -1.4727, -1.4821], [0.5401, -1.8429, -0.1300], [-0.6080, -3.1379, -0.3955], [-0.3489, -4.0535, -1.3979], [-1.0374, -5.2719, -1.4985], [-1.9334, -5.5863, -0.5056], [-2.7474, -6.8214, -0.2590], [-3.5307, -6.5355, 1.0456], [-3.0815, -5.1715, 1.4763], [-3.3947, -4.4084, 2.5741], [-2.8343, -3.1254, 2.6668], [-1.9398, -2.5982, 1.7381], [-1.7579, -0.8016, 1.7936], [-3.3473, -0.2915, 1.1222], [-4.4891, -0.0500, 1.8886], [-5.6884, 0.2422, 1.2540], [-5.7514, 0.2857, -0.1337], [-4.6220, 0.0202, -0.8952], [-3.4239, -0.2720, -0.2673], [-1.5512, -0.3869, 3.5335], [-0.7400, -1.2314, 4.3005], [-0.5420, -0.9694, 5.6455], [-1.1521, 0.1296, 6.2354], [-1.9561, 0.9704, 5.4818], [-2.1538, 0.7166, 4.1309], [-1.5596, -3.4020, 0.6291], [-2.1701, -4.6611, 0.5332], [1.6906, -2.6223, 0.9555], [1.6620, -4.0175, 1.0451], [2.6043, -4.7741, 1.7400], [3.6268, -4.1090, 2.3736], [4.7994, -4.6170, 3.1497], [5.5091, -3.3483, 3.6737], [4.7195, -2.2072, 3.1087], [4.8785, -0.8502, 3.2395], [3.9271, -0.0288, 2.6298], [2.8569, -0.5027, 1.8642], [1.7755, 0.7520, 1.1981], [2.6246, 1.4343, -0.2662], [1.9633, 2.2654, -1.1589], [2.6479, 2.9293, -2.1671], [4.0187, 2.7674, -2.2864], [4.6893, 1.9018, -1.4291], [3.9992, 1.2214, -0.4386], [1.7836, 2.0547, 2.4419], [2.3659, 3.2944, 2.1586], [2.4883, 4.2461, 3.1601], [2.0327, 3.9659, 4.4413], [1.4576, 2.7338, 4.7241], [1.3331, 1.7764, 3.7331], [2.6941, -1.8987, 1.6818], [3.6404, -2.7020, 2.3499], [0.4524, -3.8485, -2.0923], [-0.8105, -5.9506, -2.3086], [-2.0923, -7.6881, -0.1543], [-3.4061, -7.0311, -1.1028], [-3.3206, -7.2761, 1.8184], [-4.6101, -6.5491, 0.8859], [-4.0739, -4.7514, 3.3419], [-3.1435, -2.5118, 3.5041], [-4.4557, -0.0967, 2.9677], [-6.5752, 0.4295, 1.8431], [-6.6905, 0.5076, -0.6215], [-4.6961, 0.0251, -1.9760], [-2.5503, -0.5440, -0.8691], [-0.2798, -2.1038, 3.8510], [0.0699, -1.6323, 6.2412], [-1.0144, 0.3205, 7.2911], [-2.4431, 1.8159, 5.9479], [-2.8013, 1.3659, 3.5589], [0.8745, -4.5717, 0.5561], [2.5157, -5.8511, 1.7547], [5.4476, -5.2070, 2.4974], [4.4802, -5.2836, 3.9524], [6.5521, -3.2961, 3.3580], [5.5114, -3.3038, 4.7644], [5.6797, -0.4125, 3.8178], [4.0278, 1.0375, 2.7810], [0.9052, 2.4429, -1.0333], [2.1208, 3.6033, -2.8308], [4.5694, 3.3181, -3.0371], [5.7594, 1.7723, -1.5209], [4.5412, 0.5628, 0.2235], [2.7457, 3.5167, 1.1704], [2.9560, 5.1970, 2.9464], [2.1417, 4.7022, 5.2252], [1.1153, 2.5150, 5.7268], [0.9118, 0.8066, 3.9764], [-3.1108, 2.9658, 0.3451], [-1.2060, 2.7232, 0.6589], [-1.0764, 3.4748, 2.4466], [-0.4725, 4.2784, -0.3408], [-1.1340, 5.5742, 0.0229], [-0.6071, 6.3784, 1.0359], [-1.1978, 7.5919, 1.3457], [-2.3171, 8.0215, 0.6416], [-2.8364, 7.2381, -0.3818], [-2.2469, 6.0240, -0.6919], [-3.3316, 3.9938, 0.6312], [-3.6901, 2.2761, 0.9510], [-3.3697, 2.8295, -0.7037], [-1.8832, 4.1993, 2.5530], [-0.1242, 3.9912, 2.5469], [-1.1438, 2.7120, 3.2092], [-0.5938, 4.0788, -1.4110], [0.5933, 4.3231, -0.1121], [0.2833, 6.0675, 1.5702], [-0.7755, 8.2114, 2.1246], [-2.7722, 8.9731, 0.8768], [-3.6908, 7.5809, -0.9487], [-2.6467, 5.4317, -1.5073], [-0.9862, 1.4227, -2.7281], [0.0527, -0.2593, -2.7420], [-0.9669, -1.6841, -3.5805], [-2.3419, -1.5769, -3.7852], [-3.0225, -2.4855, -4.5805], [-2.3253, -3.5141, -5.1968], [-0.9499, -3.6227, -5.0279], [-0.2795, -2.7190, -4.2241], [1.6683, -0.0787, -3.8913], [2.9423, -0.4066, -3.4490], [4.0754, -0.1821, -4.2127], [3.9775, 0.4151, -5.4650], [2.7153, 0.7164, -5.9874], [2.6068, 1.2228, -7.3041], [1.3656, 1.3703, -7.9188], [0.2325, 0.9935, -7.2259], [0.3185, 0.5194, -5.9096], [1.5412, 0.4176, -5.2282], [-1.5019, 1.3745, -3.6906], [-0.3280, 2.2845, -2.7089], [-1.7356, 1.5075, -1.9433], [-2.8991, -0.7603, -3.3350], [-4.0877, -2.3880, -4.7364], [-2.8483, -4.2203, -5.8274], [-0.4046, -4.4070, -5.5356], [0.8030, -2.7887, -4.1340], [3.0595, -0.8480, -2.4695], [5.0484, -0.4596, -3.8313], [4.8680, 0.6059, -6.0495], [3.5088, 1.4861, -7.8421], [1.3040, 1.7462, -8.9304], [-0.7387, 1.0461, -7.6990], [-0.5975, 0.1589, -5.4560]]}